[1]
# C6H11N

A cluster of 2 separate species, C6H11N in total (ωB97M-V with the def2-TZVPD basis set, the OMol25 dataset).

Results
**Total charge**: 0
**Frontier orbital gap (spin up / spin down)**: 8.77 / 8.68 eV
**LUMO (spin up / spin down)**: -1.08 / -1.07 eV
**Energy above the lowest of the compared OMol25 structures with the same formula, charge and spin**: 4.849 eV

Atoms and positions in Å:
C 2.2465 0.4024 -0.0941
C 1.1148 -0.6109 -0.2484
C -0.2981 -0.0078 -0.1274
C -2.6566 -1.6083 0.9050
C -0.6169 1.0392 -1.2017
C -0.5012 0.5643 1.2166
N -0.6688 1.0056 2.2738
H 2.2314 1.1540 -0.8904
H 3.2165 -0.1027 -0.1367
H 2.1830 0.9241 0.8676
H 1.2220 -1.4002 0.5045
H 1.1771 -1.0993 -1.2283
H -2.1766 -1.8403 1.8831
H -3.2348 -0.6903 1.1586
H -1.0250 -0.8358 -0.2324
H -1.6549 1.3741 -1.1238
H 0.0309 1.9161 -1.1106
H -0.4717 0.6000 -2.1937

natural (NBO) population analysis, charges in e, atoms 1 to 8:
1. C -0.619
2. C -0.378
3. C -0.338
4. C -0.195
5. C -0.594
6. C 0.285
7. N -0.338
8. H 0.205



[2]
# C4H10N2O

A structure of composition C4H10N2O (ωB97M-V with the def2-TZVPD basis set, the OMol25 dataset).

Results
**Total charge**: 0
**Frontier orbital gap**: 8.93 eV
**LUMO**: 0.60 eV
**Energy above the lowest of the compared OMol25 structures with the same formula, charge and spin**: 4.871 eV

Atoms and positions in Å:
C -1.3427 -1.6319 -0.0768
C 1.2704 0.7740 1.2164
C 1.0570 0.3619 -1.1952
N -1.6753 -0.3667 0.5109
N 0.4445 0.8212 0.0293
C -1.0084 0.8658 0.1832
O -1.8205 0.6102 -0.8890
H -1.2935 1.6733 0.8629
H -2.0511 -1.9569 -0.8479
H -1.3944 -2.4115 0.6968
H -0.3562 -1.7513 -0.5228
H 0.7652 1.2629 2.0533
H 2.2111 1.3119 1.0515
H 1.5197 -0.2524 1.5042
H 1.2267 -0.7215 -1.1891
H 2.0320 0.8408 -1.3340
H 0.4156 0.5702 -2.0536

natural (NBO) population analysis, charges in e, atoms 1 to 8:
1. C -0.465
2. C -0.403
3. C -0.403
4. N -0.138
5. N -0.489
6. C 0.380
7. O -0.429
8. H 0.164



[3]
# C46H24ClFIrN12O

A structure of composition C46H24ClFIrN12O (ωB97M-V with the def2-TZVPD basis set, the OMol25 dataset).

Results
**Total charge**: 0
**Frontier orbital gap (spin up / spin down)**: 5.00 / 4.43 eV
**LUMO (spin up / spin down)**: -1.57 / -2.15 eV
**Energy above the lowest of the compared OMol25 structures with the same formula, charge and spin**: 0.000 eV
**Multiplicity**: 2

Atoms and positions in Å:
Ir -0.1064 0.3089 0.2785
C -3.6450 -0.8979 5.6718
C -4.5423 0.0070 5.1024
C -4.2652 0.6358 3.9000
C -3.0680 0.3300 3.2715
C -2.4878 0.7588 2.0269
N -1.2906 0.1120 1.8482
C -1.0270 -0.6516 2.9600
N 0.1187 -1.2299 3.2449
C 1.1999 -1.2149 2.4836
C 2.4931 -1.6860 2.8901
C 2.9608 -2.1491 4.1105
C 4.3103 -2.4329 4.2180
C 5.1672 -2.2790 3.1287
C 4.7056 -1.8380 1.8992
C 3.3579 -1.5312 1.7774
C 2.5529 -0.9897 0.7117
N 2.9151 -0.8353 -0.5434
C 2.1915 -0.2559 -1.4824
N 1.1054 0.5582 -1.2717
C 0.6459 1.0207 -2.4848
N -0.3297 1.8913 -2.6459
C -1.2156 2.2232 -1.7301
N -1.4287 1.5393 -0.5570
C -2.4685 2.1200 0.1189
N -2.9793 1.7108 1.2638
C -2.9419 3.2486 -0.6338
C -3.9191 4.1980 -0.3727
C -4.1193 5.1972 -1.3103
C -3.3639 5.2462 -2.4831
C -2.3741 4.3109 -2.7454
C -2.1575 3.3091 -1.8105
C 1.4343 0.4335 -3.5318
C 1.3351 0.4531 -4.9163
C 2.2307 -0.3167 -5.6411
C 3.2176 -1.0749 -5.0085
C 3.3322 -1.1025 -3.6300
C 2.4231 -0.3571 -2.8936
N 1.2871 -0.7619 1.1945
C -2.1517 -0.5782 3.8520
C -2.4393 -1.1967 5.0601
H -3.8941 -1.3733 6.6099
H -5.4664 0.2323 5.6139
H -4.9575 1.3315 3.4511
H 2.2800 -2.2754 4.9385
H 4.7072 -2.7737 5.1620
H 6.2157 -2.5063 3.2488
H 5.3717 -1.7251 1.0591
H -4.4804 4.1572 0.5483
H -4.8755 5.9495 -1.1301
H -3.5493 6.0380 -3.1965
H -1.7857 4.3517 -3.6492
H 0.5683 1.0373 -5.4006
H 2.1600 -0.3427 -6.7195
H 3.8943 -1.6642 -5.6097
H 4.0792 -1.6971 -3.1262
H -1.7419 -1.8974 5.4916
Cl -1.3837 5.6143 1.4292
C -0.6096 4.2226 2.0787
C -0.6383 3.9305 3.4360
C 0.0631 2.8170 3.8715
C 0.7078 2.0197 2.9401
N 0.6520 2.2502 1.6290
C 0.0461 3.3541 1.2140
H -1.1904 4.5517 4.1244
H 0.0944 2.5609 4.9188
H 1.2692 1.1510 3.2546
H 0.0713 3.5638 0.1536
O -3.0721 -1.6374 1.1009
N -3.7898 -2.0975 0.2324
C -4.3359 -1.6635 -0.8506
C -4.2451 -0.3410 -1.3547
N -4.2058 0.7253 -1.7756
C -5.0686 -2.5579 -1.6632
N -5.6456 -3.2555 -2.3645
F -1.5989 -4.6906 -3.0601
C -1.3145 -3.6021 -2.3177
C -0.6278 -3.7516 -1.1278
C -0.3472 -2.6320 -0.3626
C -0.7224 -1.3587 -0.7836
C -1.3997 -1.2388 -1.9962
C -1.7104 -2.3556 -2.7586
H -0.3115 -4.7312 -0.8077
H 0.1750 -2.7801 0.5705
H -1.7068 -0.2774 -2.3790
H -2.2461 -2.2660 -3.6904

Mulliken population analysis, charges in e, atoms 1 to 8:
1. Ir 1.506
2. C -0.738
3. C -0.694
4. C -0.698
5. C 0.035
6. C -0.264
7. N 0.827
8. C 0.026



[4]
# C4H3NO3

An isolated molecule of C4H3NO3 (ωB97M-V with the def2-TZVPD basis set, the OMol25 dataset).

Results
**SMILES string**: O=c1ccnc(O)o1
**Total charge**: 0
**Frontier orbital gap**: 10.00 eV
**LUMO**: 0.47 eV
**Energy above the lowest of the compared OMol25 structures with the same formula, charge and spin**: 0.523 eV

Atoms and positions in Å:
O 2.2703 -1.4928 -0.0024
C 1.3375 -0.7657 0.0000
C 1.3150 0.7037 -0.0110
C 0.1059 1.2831 -0.0101
N -1.1177 0.6938 0.0073
C -1.0781 -0.6133 0.0049
O -2.1518 -1.3314 -0.0078
O 0.0566 -1.3599 -0.0197
H 2.2235 1.2736 0.0893
H -0.0329 2.3535 -0.0895
H -2.9283 -0.7445 0.0390

natural (NBO) population analysis, charges in e, atoms 1 to 8:
1. O -0.535
2. C 0.749
3. C -0.424
4. C 0.078
5. N -0.593
6. C 0.855
7. O -0.619
8. O -0.479



[5]
# C5H9N3

An isolated molecule of C5H9N3 (ωB97M-V with the def2-TZVPD basis set, the OMol25 dataset).

Results
**SMILES string**: [H]/N=C1/CN=NC1(C)C
**Total charge**: 0
**Frontier orbital gap**: 9.85 eV
**LUMO**: 0.86 eV
**Energy above the lowest of the compared OMol25 structures with the same formula, charge and spin**: 2.711 eV

Atoms and positions in Å:
H 0.7515 2.1942 0.3135
N -0.3138 2.0713 0.0684
C -0.6909 0.8713 0.0543
C -2.0810 0.3552 -0.0916
N -1.8774 -1.1126 -0.0876
N -0.6924 -1.4884 0.0317
C 0.2587 -0.3764 0.0470
C 1.2357 -0.4920 1.2868
C 1.0760 -0.5127 -1.2394
H -2.8548 0.6993 0.5741
H -2.5932 0.5365 -0.9606
H 1.5933 -1.4621 1.2768
H 0.6595 -0.3529 2.2431
H 1.8908 0.4443 1.3055
H 1.4392 -1.4501 -1.3238
H 1.7243 0.3740 -1.3246
H 0.4744 -0.2989 -2.1737

natural (NBO) population analysis, charges in e, atoms 1 to 8:
1. H 0.334
2. N -0.600
3. C 0.292
4. C -0.389
5. N -0.098
6. N -0.120
7. C -0.022
8. C -0.606



[6]
# CH6OP2

An isolated molecule of CH6OP2 (ωB97M-V with the def2-TZVPD basis set, the OMol25 dataset).

Results
**SMILES string**: OC[PH]#[PH2]
**Total charge**: 0
**Frontier orbital gap**: 9.85 eV
**LUMO**: 0.77 eV
**Energy above the lowest of the compared OMol25 structures with the same formula, charge and spin**: 1.879 eV

Atoms and positions in Å:
O 2.5054 0.0879 0.3754
C 1.2530 -0.6350 -0.0010
P -0.2438 0.5212 -0.7534
P -1.9931 -0.2211 0.3296
H 2.7565 0.5401 -0.3995
H 1.5614 -1.4160 -0.7736
H 0.8861 -1.1801 0.9281
H -0.5852 -0.4183 -1.6890
H -2.5553 1.2099 0.4842
H -2.7614 -0.4810 -0.8750

natural (NBO) population analysis, charges in e, atoms 1 to 8:
1. O -0.721
2. C -0.306
3. P 0.209
4. P -0.016
5. H 0.459
6. H 0.186
7. H 0.204
8. H -0.032



Q: The highest energy above the lowest of the compared OMol25 structures with the same formula, charge and spin belongs to which entry?
A: C4H10N2O



Q: Number 4 is which compound?
A: C4H3NO3



Q: Which value of energy above the lowest of the compared OMol25 structures with the same formula, charge and spin does entry 5 give?
A: 2.711 eV